This record from the OMol25 dataset describes a cluster of 2 separate species, CH3F2NO in total at a distorted geometry. The level of theory is ωB97M-V/def2-TZVPD.

- Energy relative to the best compared isomer or geometry (same formula, charge and spin): 28.48 kcal per mole
- HOMO-LUMO gap: 10.81 eV
- Electronic energy: -369.624710 Eh
- Highest occupied orbital energy: -10.022 eV
- SMILES string: O=C(F)F.N
- Lowest unoccupied orbital energy: 0.785 eV

Last column: natural (NBO) charge in e.
Geometry (Å):
1 O -1.16312 1.16137 -0.88555  -0.53
2 C -1.54827 0.55383 0.03251  1.14
3 F -2.30974 -0.55688 -0.04629  -0.32
4 F -1.27976 0.75930 1.32495  -0.29
5 N 1.39782 -0.40898 -0.00560  -1.11
6 H 0.77540 -0.56387 -0.75551  0.38
7 H 2.13003 0.21531 -0.13472  0.36
8 H 1.99764 -1.16009 0.47021  0.38